# C2H6N5

An isolated ion of composition C2H6N5 and charge +1 (ωB97M-V/def2-TZVPD, OMol25).

Values from the calculation:
LUMO energy (alpha / beta) in eV: -6.758 / -6.704
Energy relative to the best compared isomer or geometry (same formula, charge and spin) in kJ/mol: 748.6
Max |F| in eV Å⁻¹: 4.5
Total energy in Ha: -353.0602
Highest occupied orbital energy (alpha / beta) in eV: -14.318 / -14.288
Structure (SMILES): CN=[N+]=N/N=N/C

Geometry as ORCA input:
```
! wB97M-V def2-TZVPD RIJCOSX def2/J DEFGRID3
* xyz 1 1
C -3.2079 0.1823 -0.0047
C 3.2202 0.3270 0.1972
N 0.0475 -1.1055 -0.3864
N -1.0905 -0.6948 -0.4897
N 1.0795 -0.6224 0.0851
N -1.8996 -0.1267 0.1791
N 1.9246 0.0585 -0.4109
H -3.8278 -0.4339 0.7182
H -3.4566 1.1730 0.3754
H -3.4113 0.0281 -1.1295
H 3.2106 -0.2128 1.1985
H 3.9696 -0.0356 -0.6401
H 3.4416 1.4627 0.3077
*
```



# C2H6N5

An isolated ion of composition C2H6N5 and charge +1 (ωB97M-V/def2-TZVPD, OMol25).

Values from the calculation:
LUMO energy (alpha / beta) in eV: -3.390 / -7.742
Energy relative to the best compared isomer or geometry (same formula, charge and spin) in kJ/mol: 0.0
Max |F| in eV Å⁻¹: 7.2
Total energy in Ha: -353.0934
Highest occupied orbital energy (alpha / beta) in eV: -11.640 / -15.361

Geometry as ORCA input:
```
! wB97M-V def2-TZVPD RIJCOSX def2/J DEFGRID3
* xyz 1 3
C -2.1515 0.1078 -0.1733
C 1.2459 1.3615 -0.1348
N -3.1190 -0.5420 -0.2559
N -1.1267 0.7727 -0.4882
N 0.1872 -0.9185 0.1227
N 0.1596 0.3269 -0.1989
N 1.2693 -1.6787 0.3341
H -4.0075 -0.6710 0.1005
H 1.9115 1.3544 -1.0336
H 0.6349 2.2278 -0.2837
H 1.7745 1.3558 0.8406
H 2.1461 -1.2034 0.3927
H 1.0759 -2.4932 0.7778
*
```



# C2H6N6

A 2-piece molecular cluster, C2H6N6 overall (ωB97M-V/def2-TZVPD, OMol25).

Values from the calculation:
LUMO energy in eV: 0.773
Energy relative to the best compared isomer or geometry (same formula, charge and spin) in kJ/mol: 209.1
Max |F| in eV Å⁻¹: 3.1
Total energy in Ha: -408.2163
Highest occupied orbital energy in eV: -8.623
Structure (SMILES): c1nnn[nH]1.C=NN

Geometry as ORCA input:
```
! wB97M-V def2-TZVPD RIJCOSX def2/J DEFGRID3
* xyz 0 1
C 1.3141 -0.3136 -1.5337
C -1.9231 -0.2955 -0.0371
H 1.3727 -0.4696 -2.5998
H 2.2626 1.6215 -1.2601
H -1.6387 0.0016 2.3134
H -0.0401 0.0348 2.0783
H -2.2089 -0.1352 -1.0670
H -2.3304 -1.1437 0.4772
N 0.8150 -1.1370 -0.6749
N 0.9616 -0.5489 0.4820
N 1.5993 0.5850 0.4165
N 1.8317 0.7577 -0.9202
N -0.8923 0.5221 1.8580
N -1.1235 0.5209 0.4675
*
```



# C2H6N6O6

A 2-piece molecular cluster, C2H6N6O6 overall (ωB97M-V/def2-TZVPD, OMol25).

Values from the calculation:
LUMO energy in eV: 0.005
Energy relative to the best compared isomer or geometry (same formula, charge and spin) in kJ/mol: 39.6
Max |F| in eV Å⁻¹: 3.3
Total energy in Ha: -859.4605
Highest occupied orbital energy in eV: -8.049

Geometry as ORCA input:
```
! wB97M-V def2-TZVPD RIJCOSX def2/J DEFGRID3
* xyz 0 1
C 1.5970 -0.1620 -0.2088
C -1.4631 0.6470 0.8013
N 1.4961 -1.5101 -0.0955
N 1.2923 0.3937 -1.3658
N 1.9080 0.5181 0.9376
N -0.5339 0.3670 1.6672
N -2.4753 -1.0785 -0.6506
N -1.1504 1.6991 -0.0636
O -0.4058 -0.8044 2.2333
O -3.3567 -1.8657 -0.7445
O -0.0984 2.2563 0.1140
O -1.4286 -0.9851 -1.1868
O -2.5774 -0.1249 0.4553
O -1.9838 2.0511 -0.8519
H 0.9932 -1.9460 -0.8750
H 1.2827 -1.9336 0.7892
H 1.5214 1.4124 -1.5867
H 0.9694 -0.2974 -1.9921
H 2.3683 -0.1348 1.5127
H 2.0450 1.4978 1.1107
*
```



# C2H6NO

C2H6NO as an isolated structure (ωB97M-V/def2-TZVPD, OMol25).

Values from the calculation:
LUMO energy in eV: -4.766
Energy relative to the best compared isomer or geometry (same formula, charge and spin) in kJ/mol: 248.6
Max |F| in eV Å⁻¹: 7.1
Total energy in Ha: -209.4310
Highest occupied orbital energy in eV: -16.645

Geometry as ORCA input:
```
! wB97M-V def2-TZVPD RIJCOSX def2/J DEFGRID3
* xyz 1 1
C 1.0387 0.9260 -0.2635
C -0.8952 -0.5812 0.2803
N -0.2083 1.0354 -0.4430
O 0.0754 -1.5185 0.5385
H 1.3141 -0.0065 0.3493
H 1.9200 1.5675 -0.3739
H -1.6730 -0.9794 -0.2487
H -0.9056 0.1468 1.2636
H -0.7081 1.6998 -1.0308
H 0.0419 -2.2898 -0.0717
*
```



# C2H6NO2S

An isolated ion of composition C2H6NO2S and charge -1 (ωB97M-V/def2-TZVPD, OMol25).

Values from the calculation:
LUMO energy in eV: 3.941
Energy relative to the best compared isomer or geometry (same formula, charge and spin) in kJ/mol: 464.6
Max |F| in eV Å⁻¹: 8.2
Total energy in Ha: -683.1487
Highest occupied orbital energy in eV: -3.621
Structure (SMILES): C=[S@](=O)([O-])NC

Geometry as ORCA input:
```
! wB97M-V def2-TZVPD RIJCOSX def2/J DEFGRID3
* xyz -1 1
C -1.3788 0.3777 -2.1233
C 0.2466 0.0015 1.0106
N 0.8587 -0.3323 -0.2342
O 0.7401 1.9959 -1.5071
O 1.1389 -0.4048 -2.5503
S 0.2989 0.3461 -1.6628
H -1.9548 1.0561 -1.4587
H -1.5317 -0.6967 -2.0312
H 0.6120 -0.5739 1.7707
H 0.3732 1.0683 1.2996
H -0.8122 -0.3048 0.8944
H 1.8793 -0.0378 -0.3627
*
```



# C2H6NO3

A 2-piece molecular cluster, C2H6NO3 overall (ωB97M-V/def2-TZVPD, OMol25).

Values from the calculation:
LUMO energy in eV: 4.145
Energy relative to the best compared isomer or geometry (same formula, charge and spin) in kJ/mol: 196.0
Max |F| in eV Å⁻¹: 1.1
Total energy in Ha: -360.2966
Highest occupied orbital energy in eV: -3.330

Geometry as ORCA input:
```
! wB97M-V def2-TZVPD RIJCOSX def2/J DEFGRID3
* xyz -1 1
O -1.2671 -1.4014 0.4224
C -0.0731 -1.1807 0.1915
N 0.4181 -0.0517 -0.3190
C 1.9190 0.4547 -0.1261
O 2.7282 -0.3960 0.3880
H 0.7272 -1.9138 0.3629
H -0.0257 0.4844 -1.0451
H 1.7451 1.3756 0.4820
H 2.0707 0.8446 -1.1881
H -2.1548 1.0839 0.4160
H -3.0643 -0.1226 0.3114
O -3.0234 0.8232 0.1042
*
```



# C2H6NO3

A 2-piece molecular cluster, C2H6NO3 overall (ωB97M-V/def2-TZVPD, OMol25).

Values from the calculation:
LUMO energy in eV: 4.185
Energy relative to the best compared isomer or geometry (same formula, charge and spin) in kJ/mol: 4.1
Max |F| in eV Å⁻¹: 1.1
Total energy in Ha: -360.3697
Highest occupied orbital energy in eV: -4.487

Geometry as ORCA input:
```
! wB97M-V def2-TZVPD RIJCOSX def2/J DEFGRID3
* xyz -1 1
C 1.7886 0.8577 -0.9358
N 0.8555 -0.1061 -0.4647
C -0.5616 0.0530 -0.6363
O -1.2373 -0.4252 0.3228
O -0.9410 0.6072 -1.6742
H 1.6833 1.8532 -0.4719
H 1.6666 1.0488 -2.0144
H 2.8150 0.4937 -0.7986
H 0.9922 -0.4717 0.4644
H -0.5604 -0.7301 1.8126
H -0.8545 -0.6887 3.2979
O -0.1520 -0.9606 2.7024
*
```



# C2H6NO3

C2H6NO3 as an isolated structure (ωB97M-V/def2-TZVPD, OMol25).

Values from the calculation:
LUMO energy in eV: -4.787
Energy relative to the best compared isomer or geometry (same formula, charge and spin) in kJ/mol: 214.7
Max |F| in eV Å⁻¹: 5.1
Total energy in Ha: -359.9546
Highest occupied orbital energy in eV: -16.020

Geometry as ORCA input:
```
! wB97M-V def2-TZVPD RIJCOSX def2/J DEFGRID3
* xyz 1 1
C -1.3968 -0.3343 -0.2179
C -0.1714 0.4340 1.0667
N -0.8295 0.9798 0.0538
O -0.7253 -0.7487 0.9967
O -2.6863 -0.4856 -0.3681
O 1.7007 -0.7077 -0.3644
H -0.8787 -0.8833 -1.1506
H 0.3713 0.8329 1.9527
H 2.6979 -0.8755 -0.3305
H -0.6984 1.8848 -0.2921
H -3.1134 -0.6258 0.5022
H 1.5329 -0.3391 -1.2708
*
```



# C2H6NP

A 2-piece molecular cluster, C2H6NP overall (ωB97M-V/def2-TZVPD, OMol25).

Values from the calculation:
LUMO energy in eV: 1.040
Energy relative to the best compared isomer or geometry (same formula, charge and spin) in kJ/mol: 200.5
Max |F| in eV Å⁻¹: 2.8
Total energy in Ha: -475.7808
Highest occupied orbital energy in eV: -10.285
Structure (SMILES): C1=NC1.P

Geometry as ORCA input:
```
! wB97M-V def2-TZVPD RIJCOSX def2/J DEFGRID3
* xyz 0 1
C -0.9303 0.5302 0.9528
C -1.8476 -0.1145 0.0993
N -1.0239 -0.6660 1.1839
P 2.3812 0.1109 -0.2212
H 1.7633 -1.1979 -0.4484
H -0.5389 1.4548 1.3496
H -2.8969 0.0156 0.3939
H -1.4846 -0.4168 -0.9008
H 1.3496 0.5412 -1.0941
H 3.2281 -0.2575 -1.3150
*
```



# C2H6NP

One molecule with the formula C2H6NP (ωB97M-V/def2-TZVPD, OMol25).

Values from the calculation:
LUMO energy in eV: -0.207
Energy relative to the best compared isomer or geometry (same formula, charge and spin) in kJ/mol: 100.7
Max |F| in eV Å⁻¹: 4.4
Total energy in Ha: -475.8188
Highest occupied orbital energy in eV: -8.673
Structure (SMILES): [H]/P=N/CC

Geometry as ORCA input:
```
! wB97M-V def2-TZVPD RIJCOSX def2/J DEFGRID3
* xyz 0 1
C -0.2676 -1.0543 0.5574
C -0.4296 0.6194 0.4949
N 0.2772 1.1514 -0.6012
P 0.8627 0.3512 -1.8427
H 0.6053 -1.2569 -0.1268
H -0.1886 -1.3338 1.6562
H -1.1263 -1.6975 0.3403
H 0.1504 1.0989 1.2832
H -1.4640 0.7669 0.5674
H 1.5805 1.3548 -2.3287
*
```



# C2H6NP

A 2-piece molecular cluster, C2H6NP overall (ωB97M-V/def2-TZVPD, OMol25).

Values from the calculation:
LUMO energy (alpha / beta) in eV: 1.251 / -0.890
Energy relative to the best compared isomer or geometry (same formula, charge and spin) in kJ/mol: 128.5
Max |F| in eV Å⁻¹: 4.0
Total energy in Ha: -475.6985
Highest occupied orbital energy (alpha / beta) in eV: -5.740 / -9.754

Geometry as ORCA input:
```
! wB97M-V def2-TZVPD RIJCOSX def2/J DEFGRID3
* xyz 0 3
C 1.2841 -0.7020 0.5873
C -1.8509 0.5725 -0.1562
N 1.4114 -0.0866 -0.7126
P 0.7548 1.0519 0.2586
H 0.4559 -1.3501 0.5777
H 2.2353 -0.7412 1.0750
H -2.0808 -0.3987 -0.3522
H -2.2355 1.3172 -0.6898
H -1.9578 0.6576 0.8729
H 1.9836 -0.3208 -1.4608
*
```



# C2H6NS

A 2-piece molecular cluster, C2H6NS overall (ωB97M-V/def2-TZVPD, OMol25).

Values from the calculation:
LUMO energy in eV: 3.274
Energy relative to the best compared isomer or geometry (same formula, charge and spin) in kJ/mol: 135.8
Max |F| in eV Å⁻¹: 2.1
Total energy in Ha: -532.7194
Highest occupied orbital energy in eV: -2.333

Geometry as ORCA input:
```
! wB97M-V def2-TZVPD RIJCOSX def2/J DEFGRID3
* xyz -1 1
S -3.9386 0.2179 -0.6180
H -4.3182 0.1926 -1.9094
C 2.4097 0.4320 -0.4155
C 2.9589 -0.8867 1.4230
N 3.2868 0.0581 0.6550
H 2.8301 1.0892 -1.1833
H 1.6692 1.1328 -0.0533
H 1.9003 -0.3540 -0.9829
H 3.5797 -0.9090 2.3199
H 2.3547 -1.7889 1.3011
*
```



# C2H6NS3

An isolated ion of composition C2H6NS3 and charge +1 (ωB97M-V/def2-TZVPD, OMol25).

Values from the calculation:
LUMO energy in eV: -4.909
Energy relative to the best compared isomer or geometry (same formula, charge and spin) in kJ/mol: 113.4
Max |F| in eV Å⁻¹: 4.2
Total energy in Ha: -1328.7994
Highest occupied orbital energy in eV: -13.642
Structure (SMILES): [NH2+]=C(CS)SS

Geometry as ORCA input:
```
! wB97M-V def2-TZVPD RIJCOSX def2/J DEFGRID3
* xyz 1 1
C 0.5676 0.5078 -0.5245
C -0.2847 -0.5373 0.0361
N -0.0380 -1.8110 -0.0503
S 2.3962 0.1802 -1.2947
S -1.8950 -0.2572 1.2285
S -2.2472 1.6556 1.5647
H -0.0138 0.7590 -1.3266
H 0.9521 1.2586 0.1968
H -0.7430 -2.4412 0.1664
H 0.6551 -2.2518 -0.5800
H 2.2022 1.1663 -2.0718
H -1.5515 1.7710 2.6553
*
```



# C2H6O

One molecule with the formula C2H6O (ωB97M-V/def2-TZVPD, OMol25).

Values from the calculation:
LUMO energy in eV: 1.005
Energy relative to the best compared isomer or geometry (same formula, charge and spin) in kJ/mol: 90.5
Max |F| in eV Å⁻¹: 3.7
Total energy in Ha: -154.9913
Highest occupied orbital energy in eV: -10.260
Structure (SMILES): CCO

Geometry as ORCA input:
```
! wB97M-V def2-TZVPD RIJCOSX def2/J DEFGRID3
* xyz 0 1
C -0.1852 0.5724 -0.0039
O 0.8759 0.6456 -1.0599
C -0.0861 -0.8116 0.5539
H -0.0878 1.4198 0.6890
H -1.0764 0.8066 -0.4213
H 0.4591 0.8353 -1.9641
H -0.7966 -1.5422 -0.0314
H 1.0434 -1.1421 0.5945
H -0.1463 -0.7839 1.6433
*
```



# C2H6O

One molecule with the formula C2H6O (ωB97M-V/def2-TZVPD, OMol25).

Values from the calculation:
LUMO energy in eV: 1.052
Energy relative to the best compared isomer or geometry (same formula, charge and spin) in kJ/mol: 18.4
Max |F| in eV Å⁻¹: 1.8
Total energy in Ha: -155.0188
Highest occupied orbital energy in eV: -10.405
Structure (SMILES): CCO

Geometry as ORCA input:
```
! wB97M-V def2-TZVPD RIJCOSX def2/J DEFGRID3
* xyz 0 1
C -0.8857 -0.2649 -0.0983
C 0.4355 0.4992 -0.0310
H -1.6697 0.4841 -0.3212
H -1.1168 -0.7713 0.8919
H -0.8952 -1.1004 -0.8887
H 0.5216 1.2209 -0.8634
H 0.4659 1.0968 0.9017
H 1.5527 -0.8583 0.5916
O 1.5915 -0.3061 -0.1825
*
```



# C2H6O

One molecule with the formula C2H6O (ωB97M-V/def2-TZVPD, OMol25).

Values from the calculation:
LUMO energy in eV: 0.923
Energy relative to the best compared isomer or geometry (same formula, charge and spin) in kJ/mol: 89.5
Max |F| in eV Å⁻¹: 5.4
Total energy in Ha: -154.9917
Highest occupied orbital energy in eV: -10.345
Structure (SMILES): CCO

Geometry as ORCA input:
```
! wB97M-V def2-TZVPD RIJCOSX def2/J DEFGRID3
* xyz 0 1
C 0.8885 0.0431 0.4155
C -0.2613 -0.2737 -0.4815
H 1.3618 -0.7894 1.0489
H 0.3978 0.7340 1.2099
H 1.6203 0.6048 -0.2515
H -0.0560 -0.6866 -1.4333
H -0.7875 -1.2341 0.0411
H -1.9643 0.8098 0.0868
O -1.1992 0.7922 -0.6359
*
```



# C2H6O2

A 2-piece molecular cluster, C2H6O2 overall (ωB97M-V/def2-TZVPD, OMol25).

Values from the calculation:
LUMO energy (alpha / beta) in eV: 2.695 / 2.687
Energy relative to the best compared isomer or geometry (same formula, charge and spin) in kJ/mol: 132.0
Max |F| in eV Å⁻¹: 4.6
Total energy in Ha: -230.1582
Highest occupied orbital energy (alpha / beta) in eV: 1.139 / -2.212

Geometry as ORCA input:
```
! wB97M-V def2-TZVPD RIJCOSX def2/J DEFGRID3
* xyz -1 2
C -2.2580 -0.7826 -1.9003
O -3.5272 -0.5004 -1.3003
H -1.8322 -1.5229 -1.2755
H -2.1272 -1.4906 -2.8307
H -1.6481 0.0898 -1.8920
H -3.9166 -0.1313 -2.1764
O 2.7657 0.8014 2.3415
C 3.8500 1.0922 2.8818
H 4.6443 1.5856 2.2421
H 4.0492 0.8588 3.9098
*
```



# C2H6O2

One molecule with the formula C2H6O2 (ωB97M-V/def2-TZVPD, OMol25).

Values from the calculation:
LUMO energy in eV: 0.856
Energy relative to the best compared isomer or geometry (same formula, charge and spin) in kJ/mol: 108.3
Max |F| in eV Å⁻¹: 4.0
Total energy in Ha: -230.2394
Highest occupied orbital energy in eV: -9.970
Structure (SMILES): OCCO

Geometry as ORCA input:
```
! wB97M-V def2-TZVPD RIJCOSX def2/J DEFGRID3
* xyz 0 1
C -0.6944 0.6815 -0.2673
C 0.7604 0.5390 0.2935
H -1.5941 -0.6429 0.9376
H -0.5292 0.6232 -1.3947
H -1.2600 1.5804 0.1165
H 0.8831 0.5122 1.4350
H 1.3935 1.4564 0.0151
H 0.6653 -1.2923 0.1052
O -1.2493 -0.6015 0.0592
O 1.2549 -0.5934 -0.2307
*
```



# C2H6O2

A 2-piece molecular cluster, C2H6O2 overall (ωB97M-V/def2-TZVPD, OMol25).

Values from the calculation:
LUMO energy in eV: 0.470
Energy relative to the best compared isomer or geometry (same formula, charge and spin) in kJ/mol: 111.0
Max |F| in eV Å⁻¹: 3.0
Total energy in Ha: -230.2383
Highest occupied orbital energy in eV: -10.923
Structure (SMILES): O=CO.C

Geometry as ORCA input:
```
! wB97M-V def2-TZVPD RIJCOSX def2/J DEFGRID3
* xyz 0 1
C -1.7967 3.4798 -1.9244
H -2.8149 3.3053 -1.5277
H -1.0592 2.6694 -1.5561
H -1.4007 4.4451 -1.5671
H -1.6903 3.0701 -2.9792
O -0.1229 -2.1976 0.7383
C 0.4792 -1.1778 0.5577
O 1.6506 -1.0882 1.2019
H 0.3134 -0.3257 -0.2810
H 2.3358 -0.6898 0.5894
*
```